1.
The following is a quantum chemistry calculation of a molecular structure, C54H50BrCl2MoN6O4S at a distorted geometry, from OMol25.

The geometry in XYZ format:
```
119
Properties=species:S:1:pos:R:3:forces:R:3
N 0.408 -0.290 -1.967 -1.70 -1.25 1.01
H -8.149 1.297 1.392 -1.18 0.27 -0.44
H -6.199 0.832 0.009 -0.10 0.21 -1.93
H 1.067 -2.705 4.406 -0.18 -1.09 0.09
C -4.911 0.587 1.656 1.80 0.38 -0.33
H 1.167 10.514 3.712 -0.13 0.54 0.47
C 2.357 1.130 -2.448 0.88 -1.80 -0.93
H -3.765 0.500 3.433 -0.44 -0.24 0.20
C 1.008 -3.853 2.570 -0.17 -0.52 0.24
C -2.822 1.702 0.843 -1.08 1.44 1.18
C 1.939 -1.154 -3.394 -0.73 -1.39 -0.84
H 2.749 -1.264 -4.107 -0.05 0.29 0.37
C -1.140 3.131 0.981 -1.08 -0.49 -0.11
Br -0.599 -0.148 2.495 -0.19 0.65 -0.03
H -2.289 4.830 1.977 0.03 -0.30 -0.51
C 0.424 7.426 1.537 0.11 -0.24 -0.37
H 3.520 -6.049 -1.239 -0.37 -0.65 -0.25
H 0.787 -1.764 2.534 0.48 -0.77 -1.40
N 1.045 2.042 -0.593 1.14 -0.42 0.06
C 3.818 1.171 -4.555 -0.23 1.18 -0.23
H 1.965 -4.371 2.497 -0.31 -0.10 -0.17
C 1.019 -2.155 -3.109 1.11 -0.50 -0.42
C -1.902 -2.064 -0.802 0.18 0.28 -0.73
Cl 3.333 -0.919 4.301 -0.20 -0.85 -0.03
C 0.263 6.195 0.912 0.28 0.02 1.23
C 0.298 5.027 1.626 0.17 -1.70 0.06
H 3.062 -4.547 -2.179 -0.11 -0.77 0.67
H 0.525 4.103 3.552 0.16 -0.07 0.19
H 5.132 1.180 -6.156 0.34 0.36 -1.57
C 0.527 5.041 3.018 -0.69 -0.03 -0.99
C 1.110 3.191 0.112 2.20 0.52 -2.44
C 0.802 9.839 2.970 0.78 -1.20 -1.13
H -9.877 1.208 3.079 -1.23 -0.37 -0.43
C 0.573 7.421 2.914 0.28 1.47 0.35
H 4.646 0.667 -1.374 0.00 -0.09 1.36
H 3.794 3.315 -1.871 1.41 0.72 -0.68
C -1.463 -6.229 -1.156 0.48 1.23 1.41
H 7.155 0.522 -6.854 0.20 0.04 0.15
N 1.118 -2.559 1.915 0.65 0.64 0.33
H -1.640 -6.962 -0.359 0.12 0.43 -0.29
C -3.937 -1.818 0.115 1.73 0.26 -0.94
H 1.569 -5.024 -0.052 -1.36 -0.48 -0.51
N 2.384 -3.101 -0.053 -0.90 0.52 1.08
C 0.074 -1.664 -2.184 1.31 0.33 -1.29
H -9.827 2.000 4.743 -0.02 -0.49 -0.68
C -0.909 -2.512 -1.665 -0.35 0.98 1.35
Mo -0.168 0.439 -0.093 -0.22 -0.84 0.51
C -6.100 0.851 1.039 -1.35 -0.02 2.58
C 4.819 0.854 -2.391 0.70 0.31 -2.01
C -3.614 0.573 0.870 0.19 0.22 -0.92
C -1.550 -6.667 -2.451 -0.35 -1.35 -1.33
H 1.083 -3.188 -3.496 -0.14 0.88 0.38
H 2.916 -2.640 -0.753 0.20 0.59 -0.60
H 1.565 9.859 2.121 -0.94 -0.30 0.99
C 2.516 -4.564 -0.077 0.24 0.98 0.68
C -5.902 0.689 3.878 0.66 -0.05 0.34
H 1.081 -4.555 4.682 -0.02 1.07 -0.75
C 5.083 1.234 -5.117 1.05 -1.62 2.02
H 7.213 2.265 -6.378 -0.04 -0.55 -0.01
C -9.331 1.789 3.778 0.48 1.19 0.24
H 8.737 1.371 -6.424 -1.25 -0.57 0.38
N -1.496 1.853 0.522 -0.13 1.13 -0.31
H -1.289 -4.627 0.164 0.35 0.76 0.74
C 3.386 -4.987 -1.201 1.22 1.29 -1.52
H -4.377 3.102 1.522 -0.18 0.31 0.44
H -1.422 -9.051 -4.358 0.42 0.06 0.07
C 2.199 1.994 -1.421 -2.00 0.24 -0.07
C -1.080 -4.432 -3.229 -0.22 -0.26 0.18
H -0.949 -3.721 -4.023 -0.14 -0.01 -0.47
H -4.886 -2.040 0.558 -0.39 0.27 -0.03
C -3.322 2.990 1.379 -0.05 -1.22 -0.45
C -1.410 -5.754 -3.497 0.48 0.14 0.48
C 2.306 3.961 -0.387 -1.10 -1.11 1.52
N -1.949 -0.765 -0.349 -0.11 0.43 -0.47
C -2.232 -8.609 -3.785 0.36 1.28 -1.37
H 2.952 -4.843 0.841 0.85 -0.54 1.04
C 2.958 3.182 -1.272 -1.37 0.18 1.09
H 2.902 1.286 -5.148 0.55 -0.07 -0.05
O -8.170 1.055 4.084 0.17 0.20 1.11
C 6.259 0.956 -4.312 -1.61 0.70 -0.54
H -5.821 0.629 5.009 -0.24 0.13 -1.69
C -0.980 -3.940 -1.944 -0.20 -1.71 1.49
H 0.138 6.077 -0.115 -0.23 0.34 -1.72
H -0.182 10.091 2.582 -0.01 0.30 -0.01
H 0.793 6.273 4.748 -0.13 0.26 -0.58
C 1.531 -0.037 -2.672 0.89 1.52 0.49
O 0.719 8.566 3.642 0.32 0.25 -0.29
H -1.492 -6.011 -4.522 -0.12 -0.55 -0.71
C 6.116 0.739 -2.935 -1.19 0.38 -0.03
H -2.914 -9.400 -3.589 -0.70 -0.43 0.51
H 0.199 -4.373 2.057 0.24 -0.57 0.08
H 2.781 1.054 3.327 -0.06 0.46 -0.41
H -2.701 -7.856 -4.451 -0.01 -0.41 0.44
H 4.427 -4.606 -1.108 -0.56 0.00 0.34
C -3.120 -2.736 -0.523 -1.91 1.29 1.60
C 2.677 0.706 4.334 1.94 0.24 -0.12
H -3.490 -3.733 -0.649 0.56 -0.37 -0.49
C -1.182 -4.875 -0.861 -0.43 -1.13 -2.43
C -3.199 -0.548 0.134 -0.37 -2.25 1.71
C -7.129 0.963 3.251 0.27 0.06 -0.67
H 1.660 0.703 4.623 -0.81 0.12 0.75
C 3.687 1.144 -3.190 -0.18 -1.00 1.88
C -2.303 3.849 1.502 0.44 -0.69 0.25
O 7.503 0.934 -4.824 0.09 -0.24 0.02
H -9.128 2.780 3.318 0.24 -0.52 0.16
Cl 3.791 1.673 5.378 -0.93 0.03 -0.30
H 6.981 0.536 -2.303 -0.24 -0.02 -0.27
C -4.789 0.555 3.052 0.01 0.15 0.16
C 1.791 -2.244 0.815 0.24 -0.42 0.42
C 0.092 3.686 0.881 0.41 2.23 1.74
H 0.501 8.320 0.921 -0.23 -0.12 0.40
C -7.228 1.093 1.849 1.54 -0.71 0.81
H -0.412 -3.736 4.278 0.57 0.29 -0.39
S 2.067 -0.527 0.517 -0.04 -0.19 -0.21
C 7.635 1.255 -6.195 1.10 1.24 -0.56
H 2.524 4.900 0.056 0.40 0.66 -0.11
C 0.678 -3.700 4.065 -0.37 0.10 0.67
C 0.627 6.250 3.663 0.19 -0.52 0.50
O -1.784 -8.032 -2.580 0.13 1.08 0.56
```
Forces are in eV/Å.

Values from the calculation:
Spin multiplicity   3
Orbital gap (alpha / beta)   0.22259 / 0.21397 hartree
Total energy   -181712.543 eV
Net charge   +1
HOMO energy (alpha / beta)   -9.63 / -9.62 eV
Lowest unoccupied orbital energy (alpha / beta)   -3.5766 / -3.7996 eV
ΔE to the lowest compared entry with this formula, charge and spin   0.00 kcal/mol

Atom charges from the Mulliken analysis, given in e for atoms 1 to 8:
1 N -0.34
2 H 0.46
3 H 0.68
4 H 0.17
5 C -1.29
6 H 0.26
7 C 1.34
8 H 0.50



2.
The following is a quantum chemistry calculation of 20 unconnected molecules or ions with the total composition C54H155N7O20 at a distorted geometry, from OMol25.

The geometry in XYZ format:
```
236
Properties=species:S:1:pos:R:3:forces:R:3
O 4.948 3.608 1.910 3.07 -0.18 -1.10
C 4.134 2.154 8.713 -1.16 -1.28 -1.16
N 3.547 5.785 2.693 -0.20 -0.69 1.33
O 0.204 -4.965 2.174 -0.45 0.58 0.13
H -5.958 -0.352 -6.463 0.40 -0.32 -0.83
H -3.262 -2.727 1.386 0.07 0.10 -0.72
H -2.395 6.037 -3.905 0.19 0.24 -0.06
C 4.253 -2.204 -1.963 -1.03 0.25 -2.07
C 3.669 -0.483 4.214 -0.45 -0.12 0.02
C 2.431 -2.916 -7.354 -0.11 0.29 -0.22
H -4.638 7.784 -4.081 -0.02 0.23 -0.01
H 3.612 -3.201 6.977 -0.34 0.09 0.21
C 0.289 3.822 7.178 0.44 0.87 -0.03
H -3.358 3.368 -0.661 0.42 -0.40 0.15
O -4.321 5.818 -4.637 -1.48 0.58 -0.07
H -0.690 -3.991 -5.655 1.02 -0.13 -0.02
H -3.775 -5.563 -10.206 -0.35 -0.50 -0.53
H 0.714 2.666 -0.740 0.26 -0.42 -0.08
O -0.236 -5.978 -1.048 0.09 -1.02 2.71
O -2.346 -4.542 0.872 0.49 0.34 -0.21
H -1.080 0.010 -5.971 0.08 0.14 0.55
H 0.687 -0.420 6.853 -0.15 0.20 0.16
H -3.352 4.513 -7.357 0.19 -0.05 -0.29
C 0.399 -2.459 7.435 2.16 0.37 -1.07
H -6.088 7.089 -4.791 0.10 -1.01 0.39
C 4.990 -0.066 4.771 0.02 0.00 0.04
H -1.743 -0.941 -1.956 -0.34 0.53 0.32
H 1.144 -3.111 2.492 -0.35 0.03 0.04
H -1.440 4.411 -5.634 -0.07 0.30 -0.73
C -4.999 7.092 -4.842 1.22 -0.12 0.25
H 3.701 -0.357 -4.748 0.78 0.09 -0.75
O 5.403 1.140 4.117 0.35 -0.39 0.40
H 4.627 -0.557 8.746 -0.17 0.05 1.09
H -6.103 -0.330 -1.153 -0.27 0.39 0.00
H -0.857 4.307 -3.361 -0.89 -0.29 -0.14
H 4.303 -0.049 7.365 -0.43 -0.15 -0.67
C 1.322 3.417 -1.245 -0.29 0.13 -0.10
H -0.150 -1.446 -1.964 0.61 0.07 -0.01
H -0.714 2.105 -8.106 -0.22 0.25 0.02
H 4.490 5.636 2.363 0.31 0.39 -0.12
O 0.985 1.280 -7.399 1.04 -0.17 0.23
H -2.305 0.507 4.692 0.42 0.38 -0.46
H -4.338 -3.538 3.442 -0.32 0.41 -0.52
O 4.241 -3.657 6.414 0.65 0.89 1.40
N -1.524 5.252 -0.180 -2.05 0.15 0.70
H -3.963 -3.641 -8.879 -0.31 0.23 -0.55
H -0.868 -5.529 -0.482 -0.02 -0.37 0.82
H 2.824 -3.855 5.050 -0.54 -0.47 -0.46
H 6.745 2.914 0.905 0.14 0.66 1.24
H -1.185 5.157 -1.127 -0.23 0.55 -0.42
H 3.633 -2.667 0.723 -0.29 0.80 -0.17
H 0.236 -3.424 6.956 -0.77 0.09 0.21
H 5.221 -4.141 4.242 -0.14 0.35 0.44
H 4.994 1.836 4.636 0.01 0.30 -0.19
H -2.322 -5.559 -3.665 0.64 0.19 -0.36
H -0.423 -5.317 -6.866 0.68 0.20 -0.04
H 5.299 -5.608 5.218 0.04 -0.04 -0.12
C 5.285 3.483 7.100 0.23 -1.00 -1.10
H 2.386 3.184 -1.239 -0.10 -0.31 0.10
H -0.477 -3.542 -7.335 -0.26 -0.15 -0.50
H -1.278 -4.994 -9.192 0.14 0.20 0.72
H -2.857 -3.308 -10.315 -0.21 0.15 0.10
H -4.088 -1.340 -1.079 0.45 -0.03 -0.09
H 4.479 -3.179 -2.395 0.47 -0.26 -0.03
C -3.475 3.858 -6.495 0.64 1.51 0.47
H -2.286 -5.961 -10.749 -0.24 -0.15 -0.33
H 5.676 1.647 1.516 -0.18 0.10 0.28
H 2.706 -1.139 -3.990 -0.67 -0.65 0.49
H -3.739 -5.094 3.186 0.56 -0.20 -0.09
C -2.352 -4.963 -9.011 -1.08 -0.54 0.07
H -6.360 -2.931 -2.355 0.19 -0.06 -0.18
H 1.167 4.295 -0.617 0.17 0.39 -0.31
H 1.158 -1.915 3.609 0.76 -0.54 0.45
C -1.201 1.052 -6.265 0.62 -0.01 -0.57
H -4.302 -4.113 0.911 -0.22 0.26 0.13
C -3.417 6.817 -0.860 0.62 -0.43 0.92
H 3.189 3.867 0.867 -0.22 0.48 -0.01
H -0.597 2.533 9.851 0.14 0.27 0.04
H -0.759 -1.753 2.330 -0.44 0.21 0.20
C 2.623 -4.098 -6.403 -0.96 0.17 0.70
C -3.403 -3.806 1.446 -0.96 0.07 0.86
H 4.249 -5.452 3.783 -0.04 -0.52 0.02
H -0.750 0.382 -8.126 0.87 -0.20 -0.59
O 4.381 2.420 7.317 -0.30 0.47 2.16
C -5.982 3.329 -0.837 -0.02 0.21 -0.67
H -1.966 -6.996 -2.736 0.24 -0.08 -0.05
C 3.546 -4.505 5.544 -0.17 1.56 0.84
H -0.720 4.027 6.821 -0.21 -0.87 -0.10
H 4.911 4.464 7.393 -0.12 -0.01 -0.14
H -4.462 0.378 -3.400 0.41 0.13 0.70
H -0.123 -2.332 8.383 -0.06 -0.21 0.00
C -5.647 -2.730 -1.555 -0.25 -0.42 0.40
H -2.369 -6.411 -7.459 0.15 -0.24 0.16
H 5.533 -1.183 -3.355 0.06 0.09 -0.26
H -0.438 0.632 1.974 -0.10 0.44 0.36
H 1.108 3.716 9.263 0.54 -0.23 -0.47
C 0.806 3.641 -2.666 0.02 0.53 0.83
H 1.935 -3.282 -8.253 0.20 -0.10 -0.23
H 2.170 1.560 10.562 0.31 0.03 0.31
H 2.182 -4.647 2.636 -0.27 0.25 0.64
H 2.406 -5.385 0.548 0.53 0.11 0.16
H -2.724 -5.629 -2.033 0.29 0.28 0.59
H 2.381 1.172 7.949 -0.10 0.22 0.15
H -2.249 1.171 -6.539 0.02 0.16 0.32
H 1.728 -4.721 -6.374 0.02 -0.16 -0.83
C -3.522 -4.055 2.939 -0.35 -0.22 0.56
C 4.619 -2.761 0.269 0.69 -0.97 0.71
H 0.741 2.876 6.881 -0.28 0.18 -0.52
H -2.668 6.464 -5.668 0.16 0.66 0.27
H -0.270 -4.418 -2.189 -0.57 0.52 -0.93
H -0.453 -5.561 2.542 -0.18 0.06 -0.17
H -6.829 3.396 -0.154 -0.05 -0.33 -0.26
O -0.351 4.487 -2.565 1.30 -0.52 -0.60
C 3.190 0.969 8.650 -0.11 -1.54 3.28
C -2.493 4.385 -5.351 -1.59 -0.20 0.69
H 5.678 -0.894 4.601 0.49 0.40 -0.17
C -2.923 5.813 -4.832 -0.09 -0.96 -1.91
C -2.782 -5.413 -7.606 2.01 0.45 0.76
C 2.607 0.655 10.140 -0.23 0.36 -2.03
C -3.053 1.297 4.754 -0.52 0.16 0.42
H -4.801 7.515 -5.827 0.46 -0.11 -0.17
H -4.982 -3.581 -1.410 -0.22 -0.16 0.11
H 1.164 4.816 2.363 -0.29 0.78 0.00
H -3.379 2.828 -6.838 0.39 0.10 0.37
H -0.872 1.761 -5.504 -0.32 -0.15 0.25
C 2.065 -6.156 1.240 -0.64 -0.02 -0.41
H 4.131 1.051 -3.214 0.78 0.04 -0.22
H 1.147 3.468 3.274 0.15 -0.34 0.78
H 0.256 0.235 3.592 -0.06 0.21 0.03
H 1.207 5.056 4.137 0.39 -0.07 -0.06
H 3.326 2.505 1.966 -0.68 -0.37 0.05
H 5.041 1.863 9.243 0.25 0.23 0.02
H -4.100 -0.093 -6.477 -0.33 -0.31 -0.88
C 1.483 -5.468 2.477 1.02 -0.47 -0.69
H -6.276 3.510 -1.870 -0.44 0.44 -0.21
H 5.398 -2.587 1.011 -0.24 0.05 0.21
H -2.161 3.275 4.988 -0.11 0.08 0.05
O -0.823 -0.831 -0.106 -1.92 1.09 -0.32
H 5.408 3.323 6.029 0.43 1.23 -0.17
N -2.505 3.537 -4.152 -0.32 -0.38 -0.32
H 3.533 3.960 3.962 0.65 0.51 0.02
H 5.036 0.329 -1.778 -0.02 0.97 0.06
H 3.342 -2.397 -7.655 0.29 -0.37 0.03
H -3.608 4.304 3.544 0.06 0.05 -0.01
O -4.133 0.941 -4.105 0.58 0.54 0.94
H -3.833 4.392 -1.959 0.14 0.49 -0.27
C 4.480 -1.086 -3.091 0.14 -1.63 1.35
H 1.798 -2.091 -7.027 -0.28 -0.26 0.63
H 2.158 -1.699 7.982 0.45 0.45 0.12
H 3.451 -4.716 -6.749 0.24 0.01 0.07
H -4.421 -1.722 -2.830 0.76 0.42 0.01
H 4.672 -3.820 0.017 0.23 -0.27 -0.38
H 3.309 0.342 -1.935 -0.31 -0.63 0.16
C 0.219 -1.340 2.083 0.00 1.13 -2.70
C -1.920 -5.908 -2.714 -0.55 0.10 -0.22
H 0.781 4.707 6.776 0.80 -0.27 -0.04
O -2.246 -4.523 -6.591 -1.20 -0.18 -1.24
H -4.511 4.036 -6.206 0.09 -0.18 0.37
C 0.210 3.900 8.674 0.70 0.94 0.02
H -0.462 0.321 -1.826 0.03 0.04 0.04
C 5.704 2.655 1.104 -0.49 0.13 -0.31
O 1.842 -2.534 7.629 -0.86 -0.40 0.28
O 2.697 -3.815 -5.010 0.13 -0.19 -0.11
O -5.649 -0.451 -1.990 -2.05 3.43 -0.39
O 4.953 -1.937 -0.803 0.35 0.83 -0.20
H 3.190 -2.283 -1.738 -0.53 0.34 0.00
H 0.583 2.688 -3.146 -0.36 -0.15 0.02
H -3.847 -5.497 -7.393 -0.09 0.36 -0.56
H -6.264 -2.548 -0.675 0.10 -0.26 0.38
C -5.010 -0.334 -5.926 0.20 1.19 -0.27
H 6.258 3.280 7.547 0.07 0.08 0.32
H -1.678 -3.881 0.674 0.49 -0.17 0.03
H -2.442 -2.885 -8.612 0.04 0.32 -0.22
C 3.094 4.417 3.074 -0.35 0.08 -1.45
H 5.433 2.593 0.050 -1.21 0.13 -0.09
C -3.039 5.427 -0.176 0.33 1.24 -1.96
H -3.291 1.313 5.818 -0.05 0.38 0.12
H 2.866 0.175 4.546 -0.11 0.15 -0.05
C 4.626 -4.947 4.672 0.74 -1.46 -2.03
C -5.176 0.881 -4.998 -1.69 -1.75 -0.99
H 3.764 -0.406 3.131 -0.31 -0.26 -0.03
C 1.587 4.464 3.304 -0.21 -0.76 -1.69
C -0.847 -4.330 -6.679 -0.87 -0.35 1.56
H 3.548 2.865 9.294 0.48 1.08 -0.43
H 1.191 -0.824 0.170 0.38 0.18 0.15
H -2.646 -3.662 3.455 0.32 -0.45 -0.03
H 1.306 0.574 2.184 0.15 -0.28 0.07
H 1.263 -6.569 0.629 -0.02 -0.62 0.37
O -3.852 3.389 3.697 -0.07 -0.55 1.10
C 3.571 3.560 1.841 -0.96 -1.59 1.51
H 2.848 -6.888 1.439 -0.01 0.12 0.01
H -5.583 2.319 -0.933 0.45 -0.25 0.77
C -2.945 -3.596 -9.267 0.58 0.16 0.67
H 2.975 5.922 1.872 0.05 0.66 -0.30
H 3.147 -2.984 -4.841 0.53 0.52 -0.15
H -2.861 2.627 -4.409 0.28 -0.51 0.17
C -3.815 4.335 -0.870 1.05 -1.47 -1.04
H 3.335 0.163 10.786 0.27 0.47 -0.03
H 0.523 -1.461 5.485 -0.48 -0.15 -0.01
H -0.026 4.939 8.903 -0.53 0.17 0.41
H -2.074 2.668 3.317 0.77 -0.60 0.35
H -3.535 5.372 0.793 0.84 0.48 0.57
H -3.005 7.607 -0.231 -0.19 0.15 0.04
H -3.005 7.006 -1.852 0.48 -0.61 -0.07
H 1.567 4.106 -3.293 0.14 0.28 0.02
C 0.128 -1.280 6.484 -0.05 -0.55 1.04
H -3.957 0.897 4.294 0.04 0.23 -0.39
H -1.324 4.312 0.130 -0.11 -0.31 0.66
C 4.231 0.228 -2.506 0.25 1.61 1.74
H 1.786 -0.059 10.076 -0.05 -0.07 -0.27
C -0.780 -0.676 -1.520 0.13 -0.94 0.24
H -4.483 6.981 -1.014 -0.14 -0.31 0.51
H 4.958 0.102 5.848 0.12 0.00 -0.13
N 1.284 -2.120 2.628 0.43 0.17 0.34
H 3.065 -5.285 6.135 -0.24 -0.34 -0.38
N 3.813 -0.273 8.219 0.30 -0.16 -1.11
O -5.095 4.312 -0.396 -1.42 0.61 1.30
H 0.239 -5.942 -2.912 -0.11 0.28 -0.53
H -0.939 -1.073 6.574 -0.04 0.28 -0.73
N -2.888 -5.964 -9.937 -0.10 0.19 0.03
H -6.147 0.708 -4.534 -0.08 0.28 0.75
H 1.174 2.209 -7.249 0.42 -0.06 0.08
N 3.670 -1.248 -4.273 -0.80 -0.46 -0.47
C -0.385 1.230 -7.546 -2.36 -0.11 -0.23
C -2.679 2.695 4.224 -0.49 -0.16 -1.24
H -4.818 -1.324 -5.513 -0.26 0.24 0.72
H 1.433 -6.073 3.382 0.23 -0.19 -0.06
H 0.383 -2.377 0.143 0.41 -0.58 0.16
O -0.772 3.000 9.031 -1.54 -1.10 0.68
H 3.413 -1.498 4.515 0.01 -0.08 -0.11
H -5.341 1.796 -5.568 0.63 0.08 -0.13
H -3.229 3.873 -3.533 -0.09 0.09 0.13
C -0.512 -5.477 -2.274 -0.11 0.09 -2.10
C 0.366 0.130 2.512 -0.82 -0.67 -0.36
C -4.842 -1.495 -1.851 1.42 -3.48 -0.24
C 0.296 -1.351 0.500 0.97 -0.94 0.84
```
Forces are in eV/Å.

Values from the calculation:
Spin multiplicity   1
Orbital gap   0.34265 hartree
Total energy   -109880.259 eV
HOMO energy   -8.93 eV
Lowest unoccupied orbital energy   0.3905 eV
ΔE to the lowest compared entry with this formula, charge and spin   167.50 kcal/mol

Atom charges from the Mulliken analysis, given in e for atoms 1 to 8:
1 O -0.47
2 C -1.03
3 N -0.81
4 O -0.30
5 H 0.40
6 H 0.10
7 H 0.26
8 C -0.66